[1]
Here is 2 unconnected molecules or ions with the total composition C2H8NS from OMol25. Energies are from ωB97M-V/def2-TZVPD.

Values from the calculation:
**E_LUMO**: 4.19 eV
**Energy above the lowest of the compared OMol25 structures with the same formula, charge and spin**: 5.8 kcal per mole
**Kohn-Sham gap**: 6.89 eV
**F_max**: 1.1 eV Å⁻¹
**Total charge**: -1
**E**: -533.9618 Ha
**HOMO level**: -2.70 eV

Cartesian coordinates (Å):
1 H -0.99 0.35 -0.57
2 S -1.24 1.81 -2.25
3 N -1.14 -0.29 0.22
4 H -1.96 -0.87 0.14
5 H 2.09 -0.25 0.02
6 H -0.89 3.05 -1.86
7 H 1.56 -0.14 1.76
8 H 0.02 -1.73 1.29
9 C 1.26 -0.10 0.71
10 H 0.33 -1.68 -0.41
11 C 0.07 -1.05 0.45
12 H 0.88 0.90 0.51

Quick look at the natural (NBO) charges, all values in e: atom 1 (H): 0.42, atom 2 (S): -1.03, atom 3 (N): -0.90, atom 4 (H): 0.34, atom 5 (H): 0.20, atom 6 (H): 0.09, atom 7 (H): 0.18, atom 8 (H): 0.16, atom 9 (C): -0.63, atom 10 (H): 0.14, atom 11 (C): -0.21, atom 12 (H): 0.24

***

[2]
Here is C7H7N in the gas phase from OMol25. Energies are from ωB97M-V/def2-TZVPD.

Values from the calculation:
**E_LUMO**: 0.69 eV
**Energy above the lowest of the compared OMol25 structures with the same formula, charge and spin**: 176.3 kcal per mole
**Structure (SMILES)**: C#CC(C#C)N1CC1
**Kohn-Sham gap**: 10.37 eV
**F_max**: 12.6 eV Å⁻¹
**Total charge**: 0
**E**: -325.3777 Ha
**HOMO level**: -9.68 eV

Cartesian coordinates (Å):
1 C 0.10 -1.30 -1.14
2 C 0.89 -0.87 2.02
3 H 1.26 0.98 0.10
4 H -1.00 3.13 0.29
5 H 1.49 -2.57 -2.41
6 N -0.75 0.97 -0.58
7 H 0.74 2.47 -0.97
8 C -0.86 -0.44 -0.19
9 H -0.46 1.61 1.59
10 C 0.86 -2.06 -1.77
11 H -1.93 -0.85 -0.35
12 H 1.63 -0.89 2.72
13 C -0.67 1.88 0.58
14 C -0.20 -0.69 1.25
15 C 0.45 1.70 -0.25

Quick look at the natural (NBO) charges, all values in e: atom 1 (C): 0.00, atom 2 (C): -0.20, atom 3 (H): 0.21, atom 4 (H): 0.20, atom 5 (H): 0.23, atom 6 (N): -0.39, atom 7 (H): 0.21, atom 8 (C): -0.14, atom 9 (H): 0.24, atom 10 (C): -0.24, atom 11 (H): 0.27, atom 12 (H): 0.22, atom 13 (C): -0.27, atom 14 (C): -0.06, atom 15 (C): -0.26

***

[3]
Here is a molecular structure, C4H7N3O from OMol25. Energies are from ωB97M-V/def2-TZVPD.

Values from the calculation:
**E_LUMO**: 0.48 eV
**Energy above the lowest of the compared OMol25 structures with the same formula, charge and spin**: 127.6 kcal per mole
**Kohn-Sham gap**: 8.94 eV
**F_max**: 5.0 eV Å⁻¹
**Total charge**: 0
**E**: -395.9451 Ha
**HOMO level**: -8.45 eV

Cartesian coordinates (Å):
1 C -0.20 0.53 0.02
2 H -0.35 -3.37 -0.07
3 H -3.16 -0.88 0.83
4 H -0.05 2.26 -0.78
5 H 1.86 2.25 0.40
6 C 2.03 1.27 -0.06
7 H -0.31 -1.65 0.86
8 C -1.26 -0.46 0.36
9 H 2.08 1.41 -1.15
10 N -1.05 -1.63 -1.06
11 N 1.01 0.31 0.31
12 C -0.49 -2.30 -0.19
13 O -0.73 1.59 -0.62
14 H 2.99 0.90 0.28
15 N -2.37 -0.24 0.86

Quick look at the natural (NBO) charges, all values in e: atom 1 (C): 0.49, atom 2 (H): 0.18, atom 3 (H): 0.39, atom 4 (H): 0.49, atom 5 (H): 0.19, atom 6 (C): -0.46, atom 7 (H): 0.12, atom 8 (C): 0.40, atom 9 (H): 0.19, atom 10 (N): -0.43, atom 11 (N): -0.47, atom 12 (C): -0.03, atom 13 (O): -0.65, atom 14 (H): 0.22, atom 15 (N): -0.63

***

[4]
Here is C6H10O in the gas phase from OMol25. Energies are from ωB97M-V/def2-TZVPD.

Values from the calculation:
**E_LUMO (alpha / beta)**: 0.00 / 0.68 eV
**Energy above the lowest of the compared OMol25 structures with the same formula, charge and spin**: 82.8 kcal per mole
**Kohn-Sham gap (alpha / beta)**: 7.33 / 9.13 eV
**F_max**: 1.6 eV Å⁻¹
**Total charge**: 0
**E**: -309.7104 Ha
**HOMO level (alpha / beta)**: -7.33 / -8.46 eV

Cartesian coordinates (Å):
1 H -2.39 -1.16 1.45
2 C -1.53 0.34 0.11
3 H 1.04 2.15 0.43
4 H 0.98 0.94 1.73
5 H -0.64 1.04 -1.69
6 C -0.53 0.14 -1.07
7 O -0.84 1.50 0.79
8 H -0.68 -0.76 -1.67
9 C 0.53 1.22 0.76
10 H -0.86 -1.71 0.59
11 H 2.62 -0.57 0.33
12 H -2.51 0.79 -0.10
13 H 2.31 -0.61 -1.42
14 C 1.85 -0.75 -0.43
15 C 0.66 0.13 -0.23
16 H 1.54 -1.80 -0.38
17 C -1.56 -0.91 0.80

Quick look at the natural (NBO) charges, all values in e: atom 1 (H): 0.18, atom 2 (C): 0.00, atom 3 (H): 0.19, atom 4 (H): 0.18, atom 5 (H): 0.23, atom 6 (C): -0.50, atom 7 (O): -0.54, atom 8 (H): 0.22, atom 9 (C): -0.14, atom 10 (H): 0.18, atom 11 (H): 0.22, atom 12 (H): 0.20, atom 13 (H): 0.22, atom 14 (C): -0.67, atom 15 (C): 0.12, atom 16 (H): 0.22, atom 17 (C): -0.32

***

[5]
Here is a molecular structure, C33H25B3I2O8 from OMol25. Energies are from ωB97M-V/def2-TZVPD.

Values from the calculation:
**E_LUMO**: -0.94 eV
**Energy above the lowest of the compared OMol25 structures with the same formula, charge and spin**: 13.4 kcal per mole
**Kohn-Sham gap**: 8.52 eV
**F_max**: 1.8 eV Å⁻¹
**Total charge**: 0
**E**: -2544.6992 Ha
**HOMO level**: -9.47 eV

Cartesian coordinates (Å):
1 C 0.16 -4.09 -7.06
2 H 4.42 0.04 5.43
3 C -1.86 3.39 -0.90
4 H -1.43 1.58 -2.83
5 O 1.95 0.68 4.78
6 C 4.61 -0.82 4.81
7 O -2.48 7.18 -2.44
8 C 0.39 -5.54 -5.15
9 H 0.90 1.81 6.36
10 H 0.57 -6.52 -4.74
11 C -1.61 2.77 -4.60
12 H 3.09 -2.35 5.16
13 H -0.25 -2.03 -6.64
14 I 3.46 -2.53 2.53
15 H -0.49 -0.14 -2.05
16 H -1.90 3.37 1.78
17 H 5.74 -1.61 6.54
18 I -1.67 -3.41 3.07
19 H 0.59 -6.19 -7.18
20 C -2.07 4.91 -2.89
21 C -2.36 6.92 0.35
22 C -0.20 -2.59 0.27
23 C -1.85 3.63 -2.37
24 H 0.06 -4.67 -0.15
25 H 0.16 -3.95 -8.13
26 B 0.82 0.96 5.54
27 C 0.13 -4.68 -2.83
28 O -1.72 2.27 -0.45
29 C -2.03 4.36 1.38
30 C -0.06 -3.68 -0.57
31 C 0.15 -4.46 -4.31
32 H -0.46 -0.45 0.39
33 O -0.47 -0.91 -4.42
34 H 5.06 -0.54 3.86
35 H -0.20 -2.73 1.35
36 C -2.33 6.72 1.72
37 H 0.32 -2.59 6.52
38 C -0.50 -2.33 5.84
39 C -0.37 -1.13 -1.64
40 O 0.81 -1.20 3.95
41 H -2.43 7.57 2.39
42 H 5.26 -2.80 5.32
43 H 6.59 -1.72 4.97
44 C -2.05 4.56 0.00
45 C 5.63 -1.79 5.47
46 C -0.06 -3.19 -4.85
47 H -1.42 1.93 -5.26
48 H -2.49 7.92 -0.06
49 H -2.15 5.29 3.30
50 O -0.36 0.24 5.37
51 C -2.09 5.10 -4.27
52 C -0.23 -2.22 -2.48
53 C -2.28 6.07 -1.99
54 C -0.06 -3.50 -1.95
55 H -1.38 -2.16 6.46
56 C -0.27 -2.01 -3.96
57 C -0.35 -1.31 -0.26
58 H -1.86 4.19 -6.19
59 B 2.02 -0.65 4.38
60 C -1.86 4.03 -5.12
61 C 3.31 -1.55 4.46
62 H -2.27 6.09 -4.67
63 B -0.03 -1.06 5.04
64 C -2.23 5.84 -0.52
65 O 0.26 -5.80 -2.37
66 C -1.61 2.57 -3.23
67 C -0.65 -3.57 4.96
68 C -2.17 5.44 2.23
69 C -0.07 -3.01 -6.22
70 C 0.40 -5.35 -6.53
71 O -0.21 -4.63 5.29

Quick look at the Löwdin charges, all values in e: atom 1 (C): -0.06, atom 2 (H): 0.11, atom 3 (C): -0.27, atom 4 (H): 0.10, atom 5 (O): 0.27, atom 6 (C): -0.30, atom 7 (O): 0.11, atom 8 (C): 0.00, atom 9 (H): 0.12, atom 10 (H): 0.12, atom 11 (C): -0.04, atom 12 (H): 0.09, atom 13 (H): 0.12, atom 14 (I): 0.95, atom 15 (H): 0.10, atom 16 (H): 0.12, atom 17 (H): 0.07, atom 18 (I): 1.08, atom 19 (H): 0.11, atom 20 (C): -0.08, atom 21 (C): 0.00, atom 22 (C): -0.15, atom 23 (C): -0.08, atom 24 (H): 0.12, atom 25 (H): 0.11, atom 26 (B): -0.29, atom 27 (C): -0.28, atom 28 (O): 0.10, atom 29 (C): 0.00, atom 30 (C): 0.00, atom 31 (C): -0.08, atom 32 (H): 0.11, atom 33 (O): 0.10, atom 34 (H): 0.08, atom 35 (H): -0.08, atom 36 (C): -0.06, atom 37 (H): 0.14, atom 38 (C): -0.04, atom 39 (C): 0.01, atom 40 (O): 0.21, atom 41 (H): 0.11, atom 42 (H): 0.06, atom 43 (H): 0.07, atom 44 (C): -0.08, atom 45 (C): -0.10, atom 46 (C): -0.08, atom 47 (H): 0.11, atom 48 (H): 0.12, atom 49 (H): 0.11, atom 50 (O): 0.27, atom 51 (C): 0.00, atom 52 (C): -0.08, atom 53 (C): -0.28, atom 54 (C): -0.08, atom 55 (H): 0.13, atom 56 (C): -0.27, atom 57 (C): -0.04, atom 58 (H): 0.11, atom 59 (B): -0.69, atom 60 (C): -0.05, atom 61 (C): -0.57, atom 62 (H): 0.12, atom 63 (B): -0.63, atom 64 (C): -0.08, atom 65 (O): 0.11, atom 66 (C): 0.01, atom 67 (C): -0.78, atom 68 (C): -0.06, atom 69 (C): 0.00, atom 70 (C): -0.06, atom 71 (O): 0.02

***

[6]
Here is a molecular structure, C10H10BrF5OTeZn from OMol25. Energies are from ωB97M-V/def2-TZVPD.

Values from the calculation:
**E_LUMO**: 4.72 eV
**Energy above the lowest of the compared OMol25 structures with the same formula, charge and spin**: 28.9 kcal per mole
**Kohn-Sham gap**: 4.72 eV
**F_max**: 2.1 eV Å⁻¹
**Total charge**: -2
**E**: -5582.9850 Ha
**HOMO level**: 0.00 eV

Cartesian coordinates (Å):
1 H -2.30 1.66 -0.87
2 Te 1.20 -0.32 2.93
3 H 0.67 2.46 -2.42
4 C -0.31 0.44 -2.81
5 Zn 1.56 -0.68 -0.83
6 F 0.67 1.49 2.51
7 H -0.20 -1.75 -3.45
8 C 1.73 -0.72 -2.98
9 H -1.78 -1.89 1.64
10 F 1.61 0.40 4.61
11 F 1.91 -1.91 3.72
12 C -2.30 0.99 -0.01
13 C -2.02 -0.90 1.29
14 C -2.77 1.30 1.31
15 C 0.29 -0.85 -3.06
16 H -2.87 0.07 3.11
17 C -1.77 -0.34 -0.01
18 Br 3.77 -1.65 -0.60
19 H -1.52 -0.92 -0.89
20 C 2.03 0.70 -2.71
21 F -0.51 -0.70 3.79
22 O 0.77 -1.07 1.29
23 H -1.38 0.72 -2.89
24 F 2.98 0.04 2.33
25 C -2.52 0.16 2.11
26 C 0.77 1.38 -2.56
27 H 2.43 -1.51 -3.30
28 H 3.05 1.17 -2.90
29 H -3.18 2.26 1.68

Quick look at the natural (NBO) charges, all values in e: atom 1 (H): 0.17, atom 2 (Te): 3.37, atom 3 (H): 0.21, atom 4 (C): -0.32, atom 5 (Zn): 1.62, atom 6 (F): -0.62, atom 7 (H): 0.21, atom 8 (C): -0.54, atom 9 (H): 0.19, atom 10 (F): -0.62, atom 11 (F): -0.64, atom 12 (C): -0.37, atom 13 (C): -0.34, atom 14 (C): -0.37, atom 15 (C): -0.38, atom 16 (H): 0.17, atom 17 (C): -0.39, atom 18 (Br): -0.83, atom 19 (H): 0.18, atom 20 (C): -0.45, atom 21 (F): -0.61, atom 22 (O): -1.19, atom 23 (H): 0.23, atom 24 (F): -0.64, atom 25 (C): -0.35, atom 26 (C): -0.33, atom 27 (H): 0.24, atom 28 (H): 0.23, atom 29 (H): 0.17